{"formula": "C17H26N6", "method": "ωB97M-V with the def2-TZVPD basis set", "elements": ["C", "H", "H", "H", "C", "C", "H", "H", "H", "C", "C", "N", "C", "N", "N", "N", "C", "N", "C", "C", "N", "C", "C", "C", "C", "C", "C", "H", "H", "H", "H", "H", "C", "C", "H", "H", "H", "H", "H", "H", "H", "H", "H", "H", "H", "H", "H", "H", "H"], "coordinates": [[-5.26397, -1.66683, -0.88120], [-4.58043, -1.51274, -1.71299], [-6.27524, -1.51534, -1.25055], [-5.17348, -2.69945, -0.54878], [-4.97745, -0.70904, 0.27307], [-5.99785, -0.91991, 1.38910], [-7.00835, -0.79254, 1.00918], [-5.91014, -1.92324, 1.80169], [-5.84094, -0.20031, 2.18837], [-3.56241, -0.90634, 0.83300], [-2.45279, -0.40833, -0.08711], [-2.39419, 1.02952, -0.11517], [-1.48182, 1.82173, -0.73285], [-1.80414, 3.07140, -0.48963], [-2.89513, 3.03489, 0.26316], [-3.25556, 1.84288, 0.49662], [-0.32995, 1.31877, -1.51795], [0.46809, 0.40877, -0.71108], [1.46733, -0.28939, -1.50162], [2.19453, -1.31443, -0.62233], [2.83055, -0.66837, 0.50468], [4.12974, -0.18412, 0.37773], [4.53298, 1.05340, 0.88726], [5.85021, 1.46441, 0.79918], [6.80445, 0.66439, 0.19837], [6.42208, -0.56895, -0.30264], [5.11185, -0.99037, -0.21039], [4.85280, -1.97053, -0.58126], [7.15475, -1.21603, -0.76311], [7.82989, 0.99262, 0.12558], [6.12740, 2.42922, 1.19923], [3.82192, 1.71788, 1.35255], [1.84071, 0.06269, 1.26201], [1.11011, 1.09616, 0.40069], [0.34594, 1.60236, 0.99479], [1.82212, 1.85590, 0.03619], [2.30157, 0.53363, 2.12905], [1.10801, -0.66856, 1.62306], [2.92632, -1.84620, -1.22654], [1.46591, -2.03543, -0.23633], [0.96439, -0.80448, -2.32392], [2.20850, 0.41056, -1.92710], [-0.70471, 0.76459, -2.38606], [0.24463, 2.18707, -1.87923], [-2.60371, -0.76498, -1.11137], [-1.47510, -0.76672, 0.25056], [-3.39737, -1.96856, 1.02457], [-3.48229, -0.37291, 1.78148], [-5.06981, 0.32126, -0.08193]], "nbo_charge": [-0.61, 0.20, 0.21, 0.20, -0.22, -0.60, 0.21, 0.20, 0.21, -0.41, -0.22, -0.19, 0.32, -0.30, -0.07, -0.08, -0.27, -0.45, -0.24, -0.21, -0.45, 0.26, -0.31, -0.17, -0.26, -0.19, -0.29, 0.21, 0.21, 0.21, 0.21, 0.21, -0.22, -0.25, 0.21, 0.18, 0.22, 0.20, 0.21, 0.20, 0.20, 0.17, 0.22, 0.21, 0.20, 0.24, 0.21, 0.22, 0.22], "e_above_lowest_ev": 1.0844, "max_force_ha_per_bohr": 0.03156, "total_charge": 0, "multiplicity": 1, "smiles": "CC(C)CCn1nnnc1CN1CCN(c2ccccc2)CC1", "energy_ev": -26990.5904, "e_homo_ev": -7.885}